Entry 1:
Formula: C3H4IN2P
Source: the Open Molecules 2025 dataset
Level of theory: wB97M-V/def2-TZVPD

Cartesian coordinates (Å):
C1 -1.13 -0.90 0.21
C2 -0.85 -3.35 0.09
C3 -0.42 -0.29 1.39
N1 -1.79 -0.30 -0.72
N2 -0.87 -2.18 0.03
P1 -2.54 1.16 -0.48
I1 -4.76 0.29 0.16
H1 -1.05 -0.35 2.16
H2 -0.08 0.70 1.29
H3 0.52 -0.99 1.60
H4 -2.69 1.15 -1.84

As for the orbital gap: 7.95 eV. Its total energy is -865.1992 hartree. As for the LUMO energy: -1.0 eV. The energy above the lowest of the compared OMol25 structures with the same formula, charge and spin comes out at 1.1442 eV. The multiplicity is 1.

Mulliken atomic charge list, values in e, 5 entries:
1. C 0.51
2. C -0.07
3. C -1.14
4. N -0.47
5. N 0.10

---

Entry 2:
Formula: C3H4INO
Source: the Open Molecules 2025 dataset
Level of theory: wB97M-V/def2-TZVPD

Cartesian coordinates (Å):
N1 0.38 -1.46 0.71
C1 0.03 -2.46 0.14
O1 -0.39 -3.42 -0.27
H1 0.75 -0.61 0.38
C2 0.45 1.44 -0.61
C3 -0.38 1.13 0.35
I1 -2.48 1.61 -0.05
H2 1.54 1.23 -0.38
H3 0.07 1.64 -1.60
H4 0.02 0.89 1.33

As for the orbital gap: 9.68 eV. Its total energy is -544.3490 hartree. As for the LUMO energy: 0.1 eV. The energy above the lowest of the compared OMol25 structures with the same formula, charge and spin comes out at 0.9228 eV. The multiplicity is 1. As for the SMILES: N=C=O.C=CI.

Mulliken atomic charge list, values in e, 5 entries:
1. N -0.41
2. C 0.46
3. O -0.37
4. H 0.34
5. C -0.54

---

Entry 3:
Formula: C3H4INO
Source: the Open Molecules 2025 dataset
Level of theory: wB97M-V/def2-TZVPD

Cartesian coordinates (Å):
C1 -0.13 -0.79 0.67
C2 -0.69 -0.02 -0.28
O1 0.06 -0.23 -1.47
C3 0.95 -1.15 -1.04
N1 0.86 -1.62 0.13
H1 -0.28 -0.80 1.74
H2 -1.70 0.45 -0.40
H3 1.77 -1.53 -1.76
I1 -0.02 2.61 1.74
H4 -0.81 3.09 0.68

As for the orbital gap: 9.92 eV. Its total energy is -544.3316 hartree. As for the LUMO energy: 0.7 eV. The energy above the lowest of the compared OMol25 structures with the same formula, charge and spin comes out at 1.3969 eV. The multiplicity is 1. As for the SMILES: c1cocn1.I.

Mulliken atomic charge list, values in e, 5 entries:
1. C -0.21
2. C -0.31
3. O -0.28
4. C 0.10
5. N -0.43

---

Entry 4:
Formula: C3H4INO
Source: the Open Molecules 2025 dataset
Level of theory: wB97M-V/def2-TZVPD

Cartesian coordinates (Å):
C1 0.45 -1.31 -0.60
C2 0.26 0.33 0.98
C3 -0.65 0.84 -0.23
N1 0.86 -0.92 0.47
O1 -0.84 -0.19 -1.12
I1 0.75 -2.88 -1.78
H1 1.13 0.98 0.83
H2 0.03 0.35 2.04
H3 -1.73 1.10 0.04
H4 -0.26 1.69 -0.63

As for the orbital gap: 9.76 eV. Its total energy is -544.3041 hartree. As for the LUMO energy: 0.3 eV. The energy above the lowest of the compared OMol25 structures with the same formula, charge and spin comes out at 2.1433 eV. The multiplicity is 1.

Mulliken atomic charge list, values in e, 5 entries:
1. C 0.16
2. C -0.44
3. C -0.17
4. N -0.38
5. O -0.47

---

Entry 5:
Formula: C3H4IO6PSTm
Source: the Open Molecules 2025 dataset
Level of theory: wB97M-V/def2-TZVPD

Cartesian coordinates (Å):
O1 -2.61 -0.43 -2.47
C1 -2.55 -0.93 -1.35
I1 -3.94 -2.28 -0.69
C2 -1.43 -0.57 -0.38
O2 -0.29 -0.27 -1.18
C3 0.64 0.61 -0.77
O3 0.75 1.73 -1.14
O4 1.63 -0.02 0.01
P1 2.06 0.23 1.50
O5 1.77 1.74 1.77
O6 3.54 -0.19 1.57
S1 1.12 -0.94 2.87
H1 -1.24 -1.43 0.27
H2 -1.76 0.30 0.20
H3 1.72 1.98 2.71
H4 4.22 0.51 1.54
Tm1 -3.63 -0.04 -4.46

As for the orbital gap (spin up / spin down): 8.09 / 7.19 eV. Its total energy is -2689.5350 hartree. As for the LUMO energy (spin up / spin down): -12.0 / -12.6 eV. The net charge is +3. The energy above the lowest of the compared OMol25 structures with the same formula, charge and spin comes out at 0.0000 eV. The multiplicity is 3. The expectation value of S² is 2.004.

Mulliken atomic charge list, values in e, 5 entries:
1. O -0.49
2. C 0.20
3. I 0.39
4. C -0.41
5. O -0.33

---

Entry 6:
Formula: C3H4Li2O4
Source: the Open Molecules 2025 dataset
Level of theory: wB97M-V/def2-TZVPD

Cartesian coordinates (Å):
H1 -2.87 -0.82 -1.65
C1 -1.90 -0.64 -2.13
C2 -0.92 -1.51 -2.73
O1 -0.72 -0.83 -1.45
H2 -1.00 -2.60 -2.64
H3 -0.28 -1.13 -3.54
O2 0.91 0.40 1.14
C3 1.15 0.94 2.23
O3 1.81 0.19 3.14
Li1 0.22 -0.38 -0.05
H4 2.12 0.79 3.83
Li2 0.37 3.41 1.38
O4 1.10 2.18 2.47

As for the orbital gap (spin up / spin down): 8.79 / 10.27 eV. Its total energy is -432.5438 hartree. As for the LUMO energy (spin up / spin down): -4.0 / -4.0 eV. The net charge is +1. The energy above the lowest of the compared OMol25 structures with the same formula, charge and spin comes out at 0.0000 eV. The multiplicity is 2. The expectation value of S² is 0.753.

Mulliken atomic charge list, values in e, 5 entries:
1. H 0.27
2. C -0.21
3. C -0.17
4. O -0.29
5. H 0.23

---

Entry 7:
Formula: C3H4LiNdO3
Source: the Open Molecules 2025 dataset
Level of theory: wB97M-V/def2-TZVPD

Cartesian coordinates (Å):
O1 -0.73 -1.17 0.35
C1 -1.61 -0.18 0.21
C2 0.63 -0.89 0.43
O2 -2.81 -0.43 0.24
O3 -1.16 1.00 -0.04
C3 1.43 -0.96 -0.64
H1 0.98 -0.69 1.45
H2 2.15 1.87 0.88
H3 1.04 -1.26 -1.62
H4 2.50 -0.81 -0.51
Nd1 0.77 2.04 -0.60
Li1 -3.20 1.47 -0.16

As for the orbital gap (spin up / spin down): 8.02 / 8.88 eV. Its total energy is -910.7364 hartree. As for the LUMO energy (spin up / spin down): -10.2 / -9.3 eV. The net charge is +2. The multiplicity is 4. The expectation value of S² is 3.788.

Mulliken atomic charge list, values in e, 5 entries:
1. O -0.25
2. C 1.08
3. C -0.07
4. O -0.69
5. O -0.87

---

Entry 8:
Formula: C3H4N2
Source: the Open Molecules 2025 dataset
Level of theory: wB97M-V/def2-TZVPD

Cartesian coordinates (Å):
N1 -2.76 0.02 -0.14
C1 -1.63 -0.07 0.07
C2 -0.24 -0.33 0.38
C3 0.79 -0.21 -0.64
N2 0.64 1.02 0.05
H1 0.05 -0.88 1.39
H2 1.63 -0.70 -0.37
H3 0.40 -0.14 -1.60
H4 1.13 1.30 0.87

As for the orbital gap: 11.21 eV. Its total energy is -226.1312 hartree. As for the LUMO energy: 0.7 eV. The energy above the lowest of the compared OMol25 structures with the same formula, charge and spin comes out at 2.5586 eV. The multiplicity is 1. As for the SMILES: N#C[C@H]1CN1.

Mulliken atomic charge list, values in e, 5 entries:
1. N -0.38
2. C 0.17
3. C -0.08
4. C -0.30
5. N -0.51

---

Entry 9:
Formula: C3H4N2
Source: the Open Molecules 2025 dataset
Level of theory: wB97M-V/def2-TZVPD

Cartesian coordinates (Å):
N1 -0.46 -2.13 0.18
C1 -0.25 -1.00 -0.24
C2 -0.34 0.33 -0.27
C3 0.25 1.01 0.86
N2 0.76 1.14 -0.65
H1 -1.41 0.54 -0.51
H2 1.14 0.45 1.38
H3 -0.17 1.87 1.18
H4 0.37 2.06 -0.88

As for the orbital gap: 11.17 eV. Its total energy is -226.1101 hartree. As for the LUMO energy: 0.5 eV. The energy above the lowest of the compared OMol25 structures with the same formula, charge and spin comes out at 3.1325 eV. The multiplicity is 1. As for the SMILES: N#C[C@H]1CN1.

Mulliken atomic charge list, values in e, 5 entries:
1. N -0.47
2. C -0.21
3. C 0.77
4. C -0.58
5. N -0.62

---

Entry 10:
Formula: C3H4N2
Source: the Open Molecules 2025 dataset
Level of theory: wB97M-V/def2-TZVPD

Cartesian coordinates (Å):
N1 -3.31 -0.21 -0.16
C1 -2.10 -0.01 -0.04
C2 -0.77 0.43 -0.03
C3 0.41 -0.42 -0.07
N2 1.82 -0.02 -0.20
H1 -0.74 1.55 0.34
H2 0.11 -1.58 0.06
H3 2.46 -0.80 0.42
H4 2.11 1.07 -0.32

As for the orbital gap: 9.07 eV. Its total energy is -226.1134 hartree. As for the LUMO energy: 0.3 eV. The energy above the lowest of the compared OMol25 structures with the same formula, charge and spin comes out at 3.0412 eV. The multiplicity is 1. As for the SMILES: N#C/C=C/N.

Mulliken atomic charge list, values in e, 5 entries:
1. N -0.44
2. C 0.20
3. C -0.33
4. C 0.05
5. N -0.52

---

Entry 11:
Formula: C3H4N2
Source: the Open Molecules 2025 dataset
Level of theory: wB97M-V/def2-TZVPD

Cartesian coordinates (Å):
C1 0.60 0.64 -1.24
C2 0.65 0.70 0.20
N1 0.80 0.75 1.32
H1 -0.28 0.04 -1.54
H2 1.59 0.24 -1.67
H3 0.24 1.67 -1.70
C3 -1.25 -1.38 1.60
N2 -0.76 -2.05 0.81
H4 -1.58 -0.60 2.20

As for the orbital gap: 12.42 eV. Its total energy is -226.1743 hartree. As for the LUMO energy: 0.9 eV. The energy above the lowest of the compared OMol25 structures with the same formula, charge and spin comes out at 1.3851 eV. The multiplicity is 1. As for the SMILES: CC#N.C#N.

Mulliken atomic charge list, values in e, 5 entries:
1. C -0.70
2. C 0.32
3. N -0.38
4. H 0.26
5. H 0.24

---

Entry 12:
Formula: C3H4N2
Source: the Open Molecules 2025 dataset
Level of theory: wB97M-V/def2-TZVPD

Cartesian coordinates (Å):
C1 0.90 -0.66 0.50
C2 0.99 0.11 -0.61
C3 -1.18 0.39 0.25
N1 -0.49 -0.88 0.20
N2 -0.37 -0.06 -1.02
H1 1.42 -1.23 1.23
H2 1.70 0.90 -1.60
H3 -2.27 0.28 0.16
H4 -0.69 1.16 0.89

As for the orbital gap: 10.59 eV. Its total energy is -226.0066 hartree. As for the LUMO energy: 1.1 eV. The energy above the lowest of the compared OMol25 structures with the same formula, charge and spin comes out at 5.9484 eV. The multiplicity is 1.

Mulliken atomic charge list, values in e, 5 entries:
1. C -0.28
2. C -0.16
3. C -0.03
4. N -0.27
5. N -0.35